1.
Density functional theory data (wB97M-V/def2-TZVPD) for a molecular structure, C50H42N4O2PS3SiW.

Summary:
Net charge: +1
Orbital gap (alpha / beta) (eV): 6.644 / 6.514
Spin multiplicity: 3
<S²>: 2.021
LUMO level (alpha / beta) (eV): -3.31 / -3.67

XYZ file:
```
104
Properties=species:S:1:pos:R:3:forces:R:3
W 0.027275 -0.038738 -0.130646 0.0 -0.1 -0.1
C 0.746711 5.352549 1.699440 0.0 0.0 0.1
Si 0.617020 4.458344 3.334752 0.0 0.0 0.0
C 2.248263 4.520344 4.246913 0.0 0.0 0.0
C -0.747303 5.224121 4.365512 0.0 0.0 0.0
C 0.184365 2.613726 3.153724 0.0 0.0 0.0
C -0.048416 1.895516 4.321052 0.0 0.1 0.0
C -0.315246 0.526855 4.322976 0.0 0.0 0.0
C -0.355039 -0.121961 3.114792 0.0 0.0 0.0
N -0.155530 0.543054 1.970605 0.2 -0.2 0.0
C 0.124884 1.864045 1.972708 0.0 -0.1 -0.1
S 0.399299 2.373739 0.329312 -0.1 0.1 0.0
H 0.945111 6.408181 1.905118 0.0 0.0 0.0
H -0.174531 5.294523 1.118460 0.0 0.0 0.0
H 1.561157 4.975290 1.081111 0.0 0.0 0.0
H 2.565333 5.553922 4.401243 0.0 0.0 0.0
H 3.029202 4.008374 3.681025 0.0 0.0 0.0
H 2.182474 4.043941 5.227180 0.0 0.0 0.0
H -0.532905 6.277517 4.557954 0.0 0.0 0.0
H -0.863193 4.732686 5.333402 0.0 0.0 0.0
H -1.706654 5.169785 3.846701 0.0 0.0 0.0
H -0.015379 2.410100 5.275931 0.0 0.0 0.0
H -0.477872 -0.013621 5.243804 0.0 0.0 0.0
H -0.546413 -1.184984 3.030360 0.0 0.0 0.0
C 1.277965 1.594642 -6.205644 0.0 0.0 0.0
C 0.864020 0.279435 -6.347868 0.0 0.0 0.0
C 0.340567 -0.409186 -5.261628 0.0 0.0 0.0
C 0.236575 0.225487 -4.030922 0.0 0.0 -0.1
C 0.645686 1.549560 -3.888908 0.0 0.0 0.0
C 1.166154 2.231362 -4.975680 0.0 0.0 0.0
P -0.455031 -0.586752 -2.580983 0.0 -0.4 0.4
C -0.703413 -2.349969 -2.921407 0.0 0.0 -0.1
C 0.390028 -3.175793 -3.197834 -0.1 0.0 0.0
C 0.206154 -4.544460 -3.323577 0.0 0.0 0.0
C -1.057792 -5.100199 -3.170633 0.0 0.0 0.0
C -2.144087 -4.284247 -2.892704 0.0 0.0 0.0
C -1.969144 -2.912673 -2.765758 0.0 0.0 0.0
C -2.008282 0.245354 -2.257674 0.1 0.1 0.0
C -3.152005 0.486356 -3.014971 0.0 0.0 0.0
C -4.061417 1.414570 -2.541229 0.0 0.0 0.0
C -3.789293 2.119076 -1.366447 0.0 0.0 0.0
C -2.637978 1.881316 -0.632396 0.0 0.0 0.0
C -1.733267 0.897309 -1.049807 0.1 0.0 0.0
H 1.685351 2.128599 -7.053890 0.0 0.0 0.0
H 0.946571 -0.216117 -7.306097 0.0 0.0 0.0
H 0.020652 -1.436341 -5.378910 0.0 0.0 0.0
H 0.554587 2.046545 -2.927882 0.0 0.0 0.0
H 1.483277 3.260013 -4.864783 0.0 0.0 0.0
H 1.373984 -2.740023 -3.306514 0.0 0.0 0.0
H 1.054782 -5.178917 -3.548029 0.0 0.0 0.0
H -1.197611 -6.168630 -3.276313 0.0 0.0 0.0
H -3.131999 -4.713140 -2.781870 0.0 0.0 0.0
H -2.821885 -2.278138 -2.550932 0.0 0.0 0.0
H -3.310953 -0.018802 -3.960442 0.0 0.0 0.0
H -4.964532 1.630084 -3.096962 0.0 0.0 0.0
H -4.488224 2.878759 -1.035894 0.0 0.0 0.0
H -2.435956 2.468695 0.257442 0.0 0.0 0.0
S -6.464195 -2.076433 2.508220 0.0 0.0 0.0
C -7.520923 -0.739574 2.574817 0.0 0.0 0.0
C -6.984921 0.359684 1.977270 0.0 0.0 0.0
C -5.691164 0.116220 1.455803 0.0 -0.1 0.0
C -5.266902 -1.169436 1.664193 -0.1 0.1 0.0
C -3.996494 -1.772488 1.261703 0.0 0.0 0.0
C -2.918735 -0.939723 0.908641 0.0 0.0 0.0
N -1.734934 -1.387392 0.528406 0.1 0.2 0.0
C -1.523553 -2.725412 0.545652 -0.1 0.0 0.0
C -2.536273 -3.641590 0.851122 0.1 0.1 0.0
C -2.239003 -5.042461 0.803253 0.0 -0.1 0.0
C -0.992890 -5.474518 0.519067 -0.1 -0.1 0.0
C 0.075198 -4.548786 0.284985 0.1 0.1 0.0
C 1.403583 -4.951569 0.090687 0.0 0.0 0.0
C 2.384680 -3.997328 -0.047752 0.0 -0.1 0.0
C 2.001765 -2.645344 -0.018842 0.0 0.0 0.0
N 0.758779 -2.226517 0.134476 0.0 0.0 -0.1
C -0.198330 -3.178248 0.294840 0.0 0.0 0.0
C 3.800605 -4.316507 -0.235922 0.1 0.0 0.0
C 4.880224 -3.617558 0.230910 -0.1 0.0 0.0
C 6.114231 -4.208318 -0.140469 0.1 0.0 0.0
C 5.949295 -5.337233 -0.882886 0.0 0.0 0.0
S 4.299437 -5.690820 -1.141101 0.0 0.0 0.0
C -3.794450 -3.135452 1.197011 0.0 0.0 0.0
H -8.482932 -0.831450 3.051632 0.0 0.0 0.0
H -7.497360 1.307538 1.909944 0.0 0.0 0.0
H -5.116631 0.860240 0.922242 0.0 0.0 0.0
H -3.038049 0.131263 0.932344 0.0 0.0 0.0
H -3.036245 -5.745673 1.007540 0.0 0.0 0.0
H -0.770454 -6.533469 0.485796 0.0 0.0 0.0
H 1.650103 -6.006776 0.082013 0.0 0.0 0.0
H 2.756737 -1.890886 -0.139809 0.0 0.0 0.0
H 4.793812 -2.734988 0.850744 0.0 0.0 0.0
H 7.081040 -3.817121 0.138800 0.0 0.0 0.0
H 6.712807 -5.976337 -1.294889 0.0 0.0 0.0
H -4.597288 -3.827624 1.422684 0.0 0.0 0.0
O 2.433607 -0.815775 -2.634096 0.1 0.0 0.0
C 2.846975 -0.114349 -1.731709 0.0 0.0 0.0
C 4.232994 0.504060 -1.665450 0.0 0.0 0.0
C 4.344788 1.019697 -0.233703 0.0 -0.1 0.0
C 3.028707 0.613506 0.400972 0.0 0.1 0.0
O 2.770515 0.607894 1.583728 0.1 0.0 0.0
N 2.146351 0.176702 -0.581257 -0.4 0.0 0.2
H 4.286034 1.288703 -2.420857 0.0 0.0 0.0
H 4.973586 -0.250319 -1.928460 0.0 0.0 0.0
H 4.427232 2.104714 -0.164477 0.0 0.0 0.0
H 5.171545 0.591871 0.331405 0.0 0.0 0.0
```
Forces are in eV/Å.

Atom charges from the Löwdin analysis, given in e for atoms 1 to 8: atom 1 (W): 1.39, atom 2 (C): -0.21, atom 3 (Si): 0.52, atom 4 (C): -0.17, atom 5 (C): -0.17, atom 6 (C): -0.21, atom 7 (C): -0.06, atom 8 (C): -0.04



2.
Density functional theory data (wB97M-V/def2-TZVPD) for a single C4H7NO2 molecule.

Summary:
Net charge: 0
Structure (SMILES): CO/C=C/C(N)=O
Orbital gap (eV): 9.739
LUMO level (eV): 0.68

XYZ file:
```
14
Properties=species:S:1:pos:R:3:forces:R:3
C 1.093645 1.268156 -1.386284 0.5 0.3 0.1
O 1.813118 1.103563 -0.115758 -0.3 -0.3 -0.6
C 1.091376 0.455793 0.817078 -0.4 -0.3 -0.2
C 0.212983 -0.469378 0.419163 0.2 -0.3 0.3
C -1.009110 -0.784375 1.147952 0.0 -0.2 0.2
N -1.840459 -1.638769 0.456830 -0.2 0.0 0.1
O -1.304605 -0.295373 2.224836 -0.1 -0.3 0.0
H 0.401938 2.102105 -1.246222 0.2 0.1 -0.1
H 1.883023 1.480926 -2.090510 0.1 0.4 -0.2
H 0.496149 0.442846 -1.811600 0.7 0.1 0.7
H 1.270526 0.719852 1.863596 -0.2 0.3 -0.5
H 0.392922 -0.925864 -0.545073 -0.4 0.2 -0.1
H -1.718805 -1.748480 -0.538877 0.0 0.0 0.2
H -2.782699 -1.711004 0.804871 0.0 0.0 0.0
```
Forces are in eV/Å.

Atom charges from the Löwdin analysis, given in e for atoms 1 to 8: atom 1 (C): -0.05, atom 2 (O): -0.10, atom 3 (C): -0.12, atom 4 (C): -0.05, atom 5 (C): -0.56, atom 6 (N): 0.14, atom 7 (O): 0.04, atom 8 (H): 0.10



3.
Density functional theory data (wB97M-V/def2-TZVPD) for a molecular structure, C5H8LiLuO3.

Summary:
Net charge: +3
Orbital gap (alpha / beta) (eV): 6.251 / 6.151
Spin multiplicity: 2
<S²>: 0.754
LUMO level (alpha / beta) (eV): -15.05 / -15.15

XYZ file:
```
18
Properties=species:S:1:pos:R:3:forces:R:3
C 1.286182 -2.210688 0.477942 0.1 0.1 0.0
C 0.315338 -2.473891 -0.380854 -0.8 0.4 0.3
H 1.833465 -1.260806 0.489324 0.2 -0.2 0.0
H 1.550050 -2.946377 1.253508 0.0 0.0 0.0
H -0.155800 -3.394430 -0.745466 0.3 -0.1 -0.2
Lu -1.451755 -0.733600 -0.061059 -1.7 2.3 0.7
O -4.022757 1.611603 2.294114 0.4 -0.2 -0.5
Li -4.692113 3.572392 2.158940 -0.1 0.4 0.0
O -3.502691 3.001799 0.720897 0.6 -1.9 0.2
C -3.346340 1.852699 1.147974 -2.5 4.5 1.4
O -2.645669 0.937200 0.652373 3.6 -4.9 -2.3
C -3.954923 0.330576 2.948424 0.0 -0.7 0.3
C -4.781984 0.391550 4.208055 -0.1 0.0 0.2
H -4.337948 -0.430892 2.255513 -0.1 0.1 0.1
H -2.902065 0.114206 3.175826 -0.1 0.1 0.1
H -5.834001 0.607574 3.980223 0.3 -0.1 0.0
H -4.730200 -0.583068 4.711298 -0.1 0.3 -0.1
H -4.396970 1.156229 4.895435 -0.1 -0.2 -0.2
```
Forces are in eV/Å.

Atom charges from the Löwdin analysis, given in e for atoms 1 to 8: atom 1 (C): 0.05, atom 2 (C): -0.07, atom 3 (H): 0.12, atom 4 (H): 0.14, atom 5 (H): 0.09, atom 6 (Lu): 2.31, atom 7 (O): -0.05, atom 8 (Li): 0.89



The evaluated relative energy (zero: lowest compared OMol25 entry of this formula, charge and spin) for the records listed, in turn: 0.547, 1.915, 0.000 eV.